ORCA calculation (the ωB97M-V functional and the def2-TZVPD basis) on the ion C4H10N3O2 with charge +1 at a distorted geometry.

Last column: Mulliken spin population.
Geometry (Å):
1 C 0.740446 -0.591155 -0.359676  0.618
2 C 1.909945 0.295739 -0.226652  0.128
3 C -0.979338 -0.158973 1.060693  0.063
4 C -0.704128 -0.166606 -0.433039  0.035
5 N 1.077859 -2.028270 -0.182894  0.955
6 N 2.972184 -0.409333 0.161477  0.135
7 N -0.607654 1.354032 -0.842241  0.015
8 O 1.920447 1.479641 -0.432624  0.058
9 O -1.601830 -0.913598 -1.102305  0.006
10 H -1.471089 -1.116985 1.396899  0.007
11 H -1.477075 0.747302 1.315770  0.013
12 H 0.068716 -0.107279 1.584262  0.009
13 H 0.320408 -2.649918 -0.422453  -0.021
14 H 2.828656 -1.374461 0.402418  -0.012
15 H 3.857972 0.111547 0.209031  -0.005
16 H -1.267956 2.010228 -0.337035  0.000
17 H 0.398930 1.552356 -0.781448  -0.011
18 H -0.751719 1.545896 -1.880995  0.004
19 H -1.180267 -1.585326 -1.689661  0.000

Forces on atoms 1 to 3 (eV/Å):
0.2729 -1.0979 -2.0086
-0.3860 -3.2153 0.2650
1.4623 -1.0230 1.6620

Values from the calculation:
2S+1   3
Charge   +1
Strongest force on any atom   3.530 eV/Å
HOMO (alpha / beta)   -12.4 / -14.5 eV
LUMO energy (alpha / beta)   -3.21 / -7.23 eV
ΔE to the lowest compared entry with this formula, charge and spin   16.06 kJ/mol
Frontier orbital gap (alpha / beta)   9.2 / 7.3 eV